1.
14
Properties=species:S:1:pos:R:3:forces:R:3 method="wB97M-V/def2-TZVPD" smiles="CC(O)=[N+]1CC1" charge=+1 de_lowest_kcal_mol=79.4
C -1.44841 -1.27242 0.01776 -2.190 0.980 -1.720
C -0.78695 0.00162 0.01170 -2.237 5.863 -0.820
O -1.47670 1.50719 -0.13907 0.905 -4.505 0.694
N 0.45170 0.18684 -0.12195 -2.478 -0.846 0.334
C 1.47995 1.11011 0.00424 0.534 5.219 -1.734
C 1.70716 -0.35597 0.09350 5.229 -1.829 -0.237
H -0.74218 -2.00707 0.21065 1.429 -1.607 -0.321
H -1.97569 -1.30211 -0.99974 0.758 -0.514 1.283
H -2.18767 -1.41910 0.77312 -0.767 0.458 0.545
H -2.48192 1.56864 -0.04134 1.794 -0.948 -0.033
H 1.42081 1.90213 0.86006 0.189 -2.035 -1.310
H 1.60155 1.70141 -1.04452 0.290 -1.665 2.540
H 2.44647 -0.86277 -0.71418 -2.605 1.155 1.387
H 1.99187 -0.75850 1.08977 -0.851 0.274 -0.608

***

2.
16
Properties=species:S:1:pos:R:3:forces:R:3 method="wB97M-V/def2-TZVPD" smiles="CCNC(=O)OC" charge=0 de_lowest_kcal_mol=14.4
C -0.50860 1.23754 1.75632 0.042 0.096 0.081
C 0.88105 1.21691 1.09624 -0.057 0.220 0.120
N 1.08862 -0.01152 0.34880 -0.217 -0.083 0.028
C 0.16231 -0.22507 -0.62581 -0.027 0.264 -0.173
O -0.37555 0.65155 -1.27252 0.211 -0.433 0.175
O -0.07801 -1.53977 -0.78609 0.233 0.023 -0.069
C -0.57246 -1.83693 -2.08472 -0.096 -0.171 -0.339
H -0.73099 0.30570 2.29388 0.257 0.187 -0.022
H -0.59317 2.06868 2.45795 -0.006 -0.016 0.003
H -1.29312 1.35711 0.99912 0.274 0.019 0.111
H 0.95732 2.03458 0.37475 -0.007 -0.009 0.194
H 1.71543 1.32339 1.79703 -0.299 -0.028 0.052
H 1.38157 -0.83657 0.85417 -0.174 0.125 -0.013
H -0.61037 -2.92278 -2.14007 -0.065 0.083 -0.093
H -1.55536 -1.39208 -2.25408 0.108 -0.109 0.069
H 0.13132 -1.43072 -2.81496 -0.178 -0.169 -0.126

***

3.
11
Properties=species:S:1:pos:R:3:forces:R:3 method="wB97M-V/def2-TZVPD" smiles="C=COCO" charge=0 de_lowest_kcal_mol=40.2
C 0.82156 1.91767 -0.57811 -0.013 -0.127 0.099
C 0.02837 0.96067 -0.11746 -0.120 0.190 -0.109
O 0.49459 -0.26757 0.24471 0.171 0.132 0.049
C -0.37770 -1.35582 0.02212 -0.288 0.023 -0.350
O -0.23574 -2.29785 1.02367 -0.025 0.079 0.216
H 0.41130 2.90001 -0.78370 0.102 -0.162 0.019
H 1.88040 1.72901 -0.72747 -0.151 0.102 0.011
H -1.04418 1.11699 0.02842 0.168 -0.078 -0.024
H -0.10785 -1.85221 -0.91327 0.011 0.007 0.066
H -1.40789 -0.97088 -0.06365 0.108 -0.067 0.104
H -0.46287 -1.88003 1.86476 0.039 -0.098 -0.082

***

4.
4
Properties=species:S:1:pos:R:3:forces:R:3 method="wB97M-V/def2-TZVPD" smiles=NBr charge=0 de_lowest_kcal_mol=11.9
N 0.30037 0.01796 0.17088 -2.928 -0.146 1.374
Br -1.75055 -0.00687 -0.06004 3.289 0.090 0.035
H 0.70446 -0.88108 -0.00663 -0.132 -0.037 -0.664
H 0.74572 0.86999 -0.10421 -0.230 0.092 -0.746

***

5.
42
Properties=species:S:1:pos:R:3:forces:R:3 method="wB97M-V/def2-TZVPD" total_energy_ha=-1417.2889 smiles="CN(CC(=O)Nc1cccc(F)c1)C(=O)CCCc1cccs1" charge=0
C 0.66315 2.36373 -0.69024 0.286 0.089 -0.202
N 0.08367 1.56430 0.36348 -0.235 0.120 0.202
C -0.94855 2.19453 1.17131 -0.194 -0.041 0.149
C -2.34821 1.93851 0.58952 0.526 0.130 0.263
O -2.99336 2.81196 0.05279 -0.164 0.223 -0.132
N -2.71287 0.64386 0.74516 0.127 -0.471 0.249
C -3.87805 0.00700 0.32296 -0.450 -0.056 -0.234
C -4.93665 0.67729 -0.28591 0.065 0.289 -0.025
C -6.06488 -0.02254 -0.67334 0.092 -0.189 0.076
C -6.16554 -1.38782 -0.46773 0.002 -0.195 0.037
C -5.10389 -2.03520 0.13817 0.005 0.184 -0.034
F -5.17995 -3.36760 0.34652 0.021 0.117 -0.008
C -3.96464 -1.36798 0.53747 -0.106 -0.089 -0.033
C 0.43023 0.28785 0.63704 0.171 0.197 -0.309
O -0.19993 -0.37195 1.45471 0.004 -0.327 0.305
C 1.62068 -0.26935 -0.11060 -0.016 -0.349 0.339
C 2.08330 -1.58938 0.50143 -0.076 0.050 -0.251
C 3.25911 -2.18895 -0.27536 -0.153 0.005 0.214
C 4.43728 -1.27639 -0.29412 0.207 -0.009 0.186
C 5.03225 -0.68068 -1.36158 -0.162 -0.155 0.112
C 6.12418 0.14547 -1.00566 0.178 0.154 0.132
C 6.34125 0.17035 0.33142 -0.100 -0.094 0.239
S 5.22018 -0.81652 1.18587 -0.001 0.060 -0.561
H 0.90265 1.75046 -1.55680 0.006 0.061 -0.007
H -0.06327 3.11440 -0.99693 0.020 -0.035 -0.033
H 1.57273 2.86963 -0.35208 -0.014 0.031 -0.069
H -0.76852 3.26966 1.20571 -0.093 -0.114 -0.038
H -0.89601 1.77990 2.18219 0.014 0.101 -0.100
H -2.01575 0.03970 1.18688 -0.064 0.276 -0.092
H -4.86726 1.73909 -0.45095 0.008 0.014 0.001
H -6.87992 0.50581 -1.14346 -0.070 0.051 -0.041
H -7.03900 -1.94533 -0.76433 -0.079 -0.087 -0.021
H -3.15652 -1.90717 1.00759 0.082 -0.101 0.054
H 1.33397 -0.43150 -1.15401 0.039 0.087 -0.059
H 2.43605 0.45647 -0.09384 -0.016 0.037 -0.126
H 1.25077 -2.29349 0.51008 0.027 0.017 0.093
H 2.38158 -1.41721 1.53708 -0.084 -0.055 0.038
H 2.95886 -2.39270 -1.30594 0.036 -0.051 0.002
H 3.53682 -3.13801 0.19047 -0.042 -0.038 -0.115
H 4.70755 -0.82882 -2.37655 -0.115 -0.081 -0.172
H 6.71556 0.69295 -1.71763 0.128 0.110 -0.083
H 7.09090 0.70565 0.87922 0.188 0.136 0.054

***

6.
57
Properties=species:S:1:pos:R:3:forces:R:3 method="wB97M-V/def2-TZVPD" charge=+1 multiplicity=2 de_lowest_kcal_mol=15.9
Ru 0.10693 -0.43888 -0.30348 -0.064 0.149 -0.182
S 1.64968 -0.19715 -2.05067 -0.131 -0.126 0.225
C 2.01249 1.41615 -1.55267 0.145 0.063 -0.107
N 3.16877 2.07171 -1.66731 -0.079 -0.179 0.054
N 4.17229 1.63184 -2.35864 0.053 0.185 0.012
C 4.23606 0.87800 -3.55884 0.029 -0.153 0.010
C 3.20203 0.87609 -4.48581 0.019 0.100 -0.067
C 3.36876 0.18694 -5.67490 -0.013 -0.006 -0.005
C 4.55240 -0.48822 -5.94157 0.014 0.007 0.025
C 5.58977 -0.45764 -5.01879 -0.017 -0.007 -0.032
C 5.43719 0.23028 -3.82841 -0.032 -0.052 0.054
N 1.07326 2.18614 -0.91175 -0.052 0.008 0.047
N 0.04069 1.58510 -0.47902 0.155 0.063 -0.031
C -1.03831 2.48104 -0.16463 -0.041 -0.004 0.021
C -2.12706 2.01657 0.56413 0.007 0.040 0.039
C -3.19355 2.86411 0.82833 0.002 0.005 0.000
C -3.17599 4.17190 0.37118 -0.002 0.001 -0.003
C -2.08255 4.63395 -0.35180 -0.001 0.002 0.003
C -1.01690 3.79732 -0.62666 -0.020 -0.009 -0.039
H 5.03465 2.09635 -2.10452 -0.057 0.091 -0.054
H 2.29455 1.43414 -4.30348 0.006 -0.002 0.020
H 2.57125 0.19129 -6.40560 0.002 -0.003 -0.003
H 4.67210 -1.02310 -6.87364 0.002 0.001 -0.002
H 6.52047 -0.96742 -5.22605 -0.001 -0.002 -0.003
H 6.24139 0.25817 -3.10296 -0.009 -0.004 0.005
H -2.10566 1.02699 0.99425 -0.005 -0.034 -0.011
H -4.03099 2.50164 1.41003 0.002 0.000 0.001
H -4.00689 4.83229 0.57928 -0.001 0.001 0.000
H -2.06260 5.65416 -0.71032 0.000 0.000 -0.001
H -0.17271 4.15154 -1.19832 -0.004 0.002 0.000
N -1.75290 -0.92574 -1.04107 0.061 -0.003 -0.019
N -1.84124 -2.32321 -1.24927 -0.014 0.057 -0.123
C -0.85345 -3.14384 -0.80665 -0.007 -0.065 0.083
N -1.03721 -4.45032 -0.91342 0.031 0.004 0.029
N 0.20749 -2.50921 -0.32859 -0.016 -0.006 -0.071
N 1.29894 -3.18993 0.18906 0.095 0.033 -0.106
O 1.32899 -4.40967 0.16749 -0.063 0.007 0.026
O 2.16394 -2.46838 0.61170 -0.041 -0.009 0.061
H -2.45215 -0.64424 -0.35383 0.025 0.023 0.036
H -1.93505 -0.44921 -1.92188 0.029 -0.018 -0.012
H -2.72335 -2.69178 -1.56625 -0.010 -0.025 0.054
H -1.88862 -4.83488 -1.28382 -0.001 0.002 0.005
H -0.29325 -5.05146 -0.58521 0.003 -0.009 -0.012
N -3.76479 -1.08646 8.89251 0.000 0.003 -0.005
C -3.31681 -1.03076 7.83635 -0.004 -0.007 0.012
C -2.76043 -0.96376 6.51215 0.002 0.002 -0.004
C -2.62601 0.26961 5.87833 0.001 0.001 -0.004
C -2.09254 0.33117 4.60537 0.008 0.003 0.008
C -1.69357 -0.83614 3.94836 0.006 0.000 -0.006
C -1.83056 -2.06713 4.59411 -0.016 0.001 0.003
C -2.35808 -2.13255 5.86950 0.003 -0.002 -0.007
C -1.15061 -0.76009 2.62395 0.011 -0.056 0.029
C -0.67617 -0.63663 1.50994 -0.015 -0.074 0.047
H -2.93532 1.17076 6.38941 0.000 0.000 0.000
H -1.97371 1.28593 4.11046 0.001 -0.001 0.001
H -1.51370 -2.97002 4.09026 0.002 0.000 0.000
H -2.46132 -3.08336 6.37370 0.000 0.001 0.002

***

Strongest force on any atom for the records above, in order: 6.33 0.51 0.45 3.29 0.60 0.29 eV/Å